Molecular formula: C46H113O31P7
Method: DFT, wB97M-V/def2-TZVPD

XYZ file:
```
197
C46H113O31P7 (wB97M-V/def2-TZVPD)
C -1.42498 -8.75944 -9.42292
C -1.44709 -7.49424 -8.60928
O -0.09394 -7.04432 -8.34808
P 0.47231 -5.65878 -8.91721
O -0.55358 -4.57290 -9.03623
O 1.31970 -6.01074 -10.28790
C 2.28234 -7.11100 -10.26477
C 2.49224 -7.57018 -11.73198
O 1.60557 -5.35011 -7.78711
C 2.24690 -4.08164 -7.96416
C 3.34680 -3.86154 -6.95780
H -0.56500 -9.35967 -9.12582
H -2.36075 -9.31650 -9.37687
H -1.22665 -8.50441 -10.46393
H -2.11766 -6.74827 -9.03585
H -1.92155 -7.73644 -7.65833
H 3.28520 -6.87931 -9.90603
H 1.99088 -7.94337 -9.62423
H 2.89800 -6.76205 -12.34057
H 3.20635 -8.39191 -11.78577
H 1.53593 -7.79388 -12.20479
H 2.67091 -3.91800 -8.95491
H 1.47578 -3.32224 -7.83448
H 3.77885 -2.87737 -7.13906
H 3.07195 -3.84655 -5.90312
H 4.17362 -4.56665 -7.04316
C -12.96167 -9.96487 -0.81873
C -12.83735 -8.98129 0.32756
O -12.01643 -7.97464 -0.18403
P -11.43659 -6.80450 0.83695
O -11.85992 -7.01276 2.22130
O -9.87141 -6.66489 0.46135
C -9.13404 -5.58429 1.12564
C -7.73670 -5.44708 0.52626
O -12.06470 -5.41619 0.13151
C -13.43659 -5.17255 0.09168
C -13.94140 -4.53430 -1.20722
H -13.37509 -9.43608 -1.67755
H -11.95562 -10.30357 -1.06619
H -13.50796 -10.88197 -0.59828
H -13.77249 -8.53969 0.67195
H -12.37745 -9.48096 1.18016
H -9.74721 -4.68670 1.04537
H -9.15117 -5.65221 2.21340
H -7.12271 -4.81072 1.16357
H -7.25261 -6.42160 0.46235
H -7.80884 -4.92234 -0.42640
H -14.01662 -6.09534 0.10379
H -13.83899 -4.64939 0.95912
H -14.97305 -4.18327 -1.18308
H -13.38784 -3.60861 -1.36465
H -13.81929 -5.17533 -2.08030
C 1.06495 5.34868 12.87797
C -0.35012 4.74626 12.61640
O -1.06851 5.75064 11.84835
P -2.45767 5.38526 11.10123
O -3.46732 4.66778 11.94108
O -3.00539 6.82598 10.50079
C -2.16253 7.71717 9.78440
C -3.04806 8.89778 9.33231
O -2.00173 4.54689 9.81282
C -3.00266 4.22479 8.84760
C -2.36313 4.31233 7.45075
H 1.65345 4.57741 13.37487
H 1.52389 5.35588 11.88933
H 1.12188 6.27816 13.44448
H -0.41771 3.84078 12.01338
H -0.76707 4.55195 13.60458
H -1.39581 8.01608 10.49916
H -1.72448 7.15137 8.96216
H -2.49312 9.54051 8.64891
H -3.81513 8.46150 8.69250
H -3.58094 9.43264 10.11848
H -3.25115 3.20138 9.12866
H -3.91561 4.81120 8.95124
H -3.02406 4.27470 6.58480
H -1.99071 5.33559 7.40232
H -1.53254 3.62962 7.27147
C 5.59312 -6.40180 -0.24003
C 6.06946 -7.29044 -1.36148
O 7.31043 -6.83289 -1.86811
P 8.69785 -7.54692 -1.29244
O 8.60492 -9.00126 -1.26037
O 9.73423 -6.89610 -2.35390
C 10.09128 -7.65469 -3.49821
C 11.45925 -7.26362 -3.98906
O 9.07416 -6.82155 0.08335
C 9.17394 -7.64229 1.29950
C 9.64741 -6.70859 2.45345
H 4.74942 -6.93414 0.19914
H 6.27524 -6.32811 0.60696
H 5.42346 -5.37767 -0.57238
H 5.96169 -8.33307 -1.06243
H 5.31727 -7.21777 -2.14699
H 10.04365 -8.73257 -3.34330
H 9.30457 -7.54612 -4.24480
H 12.23020 -7.30756 -3.21977
H 11.76276 -7.79421 -4.89153
H 11.54269 -6.20574 -4.23811
H 8.15812 -7.98021 1.50441
H 9.74292 -8.55524 1.12372
H 9.12694 -5.75102 2.46999
H 9.52981 -7.12256 3.45491
H 10.72144 -6.55483 2.34908
C -8.76236 6.71619 -1.16730
C -7.34305 6.74934 -0.55845
O -6.43365 6.47593 -1.59566
P -4.85567 6.33946 -1.24755
O -4.65248 5.95245 0.17466
O -4.15241 7.78716 -1.61137
C -4.14569 8.85373 -0.62469
C -2.76252 9.48045 -0.33679
O -4.27329 5.25623 -2.33770
C -4.94123 5.08738 -3.57245
C -4.23821 3.96099 -4.41606
H -9.60080 6.87873 -0.49002
H -8.82942 7.49070 -1.93132
H -8.91996 5.76467 -1.67510
H -7.02176 7.63791 -0.01500
H -7.14554 5.88597 0.07691
H -4.85854 9.56732 -1.03789
H -4.54099 8.54446 0.34287
H -2.36170 9.96857 -1.22514
H -2.75527 10.14878 0.52426
H -2.08653 8.66292 -0.08624
H -6.00257 4.90903 -3.39968
H -4.89277 6.00327 -4.16143
H -4.48199 2.99166 -3.98126
H -4.60224 3.96898 -5.44344
H -3.14918 3.92452 -4.38774
C 1.98640 6.59468 1.12589
C 3.24094 6.48118 0.27869
O 3.40149 7.54715 -0.51220
P 4.18693 7.39747 -1.95171
O 5.58976 6.93540 -1.78375
O 3.21506 6.31743 -2.78307
C 1.81502 6.38479 -2.94964
C 1.33851 7.58126 -3.85281
O 3.99373 8.81120 -2.68137
C 4.86955 9.90539 -2.41719
C 5.27545 10.40056 -3.82964
H 1.92359 7.56729 1.61394
H 1.13890 6.61392 0.44072
H 1.94485 5.79542 1.86585
H 4.10350 6.28914 0.91684
H 3.12214 5.59376 -0.34299
H 1.57336 5.44126 -3.43897
H 1.18770 6.46844 -2.06218
H 1.98982 7.59773 -4.72666
H 0.26426 7.47136 -4.00115
H 1.44182 8.54121 -3.34693
H 4.20861 10.69620 -2.06241
H 5.72631 9.66819 -1.78650
H 4.40085 10.56141 -4.45994
H 5.84581 11.32224 -3.71439
H 5.91163 9.61595 -4.23924
C 7.75789 -1.15504 6.21292
C 7.33533 -0.30804 4.95824
O 5.96478 0.08209 5.07451
P 5.56072 1.37566 4.26827
O 4.12405 1.65995 4.30610
O 6.48618 2.57767 4.86711
C 6.25128 2.89715 6.22396
C 5.10885 3.91262 6.37192
O 6.19173 1.19476 2.80263
C 5.46470 0.45575 1.83464
C 5.63705 1.04139 0.44214
H 7.67923 -0.66587 7.18380
H 7.12625 -2.02960 6.36869
H 8.79495 -1.44251 6.03975
H 8.02570 0.53045 4.86642
H 7.45099 -0.86937 4.03106
H 5.97234 2.04804 6.84789
H 7.11455 3.36509 6.69715
H 4.97584 4.66604 5.59552
H 4.16832 3.36300 6.40974
H 5.23160 4.53736 7.25663
H 5.97063 -0.50741 1.76785
H 4.41580 0.45061 2.13109
H 6.61647 0.73913 0.07138
H 4.91211 0.72078 -0.30605
H 5.59108 2.12932 0.49104
C -0.62509 -4.52032 -2.73376
C -1.37980 -3.25648 -3.20753
O -1.81581 -2.35406 -2.18403
C -0.84422 -1.70963 -1.50992
O 0.37725 -1.79947 -1.69534
O -1.48273 -0.87885 -0.64915
C -0.73749 0.00338 0.19902
H 0.33675 -4.32907 -2.25799
H -0.46565 -5.28110 -3.49789
H -1.29080 -5.04194 -2.04612
H -2.29728 -3.53106 -3.72805
H -0.72200 -2.66431 -3.84371
H -0.29158 -0.51719 1.04653
H -1.33076 0.83884 0.57067
H 0.14124 0.47068 -0.24547
```

SMILES	CCOP(=O)(OCC)OCC.CCOP(=O)(OCC)OCC.CCOP(=O)(OCC)OCC.CCOP(=O)(OCC)OCC.CCOP(=O)(OCC)OCC.CCOP(=O)(OCC)OCC.CCOP(=O)(OCC)OCC.CCOC(=O)OC
gap between HOMO and LUMO	10.63	eV
maximum force	0.0978	hartree/bohr
charge	0